(1)
A structure of composition C22H41MnN2O2P3Se. Source: the Open Molecules 2025 dataset; level of theory: ωB97M-V/def2-TZVPD.

- charge = +4
- multiplicity = 4
- LUMO (alpha / beta) (eV) = -12.44 / -13.62
- largest force on an atom (eV/A) = 8.314
- highest occupied orbital energy (alpha / beta) (eV) = -19.49 / -19.42
- Kohn-Sham gap (alpha / beta) (eV) = 7.054 / 5.795

Each line ends with the Löwdin charge.
CARTESIAN COORDINATES (ANGSTROEM)
1 P 3.287 -0.693 -0.522  0.91
2 C 3.617 -0.938 1.217  -0.18
3 H 4.489 -1.608 1.324  0.10
4 H 2.740 -1.384 1.716  -0.02
5 H 3.845 0.027 1.692  0.06
6 C 3.342 -2.258 -1.396  -0.17
7 H 3.202 -2.112 -2.474  0.05
8 H 2.533 -2.912 -1.041  0.07
9 H 4.307 -2.760 -1.227  0.09
10 C 4.378 0.526 -1.259  -0.15
11 H 5.386 0.099 -1.381  0.09
12 H 4.423 1.409 -0.601  0.08
13 H 3.984 0.837 -2.237  0.06
14 P -0.888 2.948 -1.121  1.00
15 C -0.762 3.318 0.651  -0.21
16 H -1.209 4.309 0.814  0.09
17 H 0.299 3.284 0.940  0.06
18 H -1.295 2.527 1.201  0.05
19 C 0.051 4.235 -2.003  -0.19
20 H 0.071 3.983 -3.075  0.06
21 H 1.086 4.223 -1.625  0.07
22 H -0.448 5.196 -1.818  0.09
23 C -2.636 3.199 -1.578  -0.19
24 H -2.828 4.280 -1.595  0.09
25 H -3.267 2.672 -0.846  0.07
26 H -2.804 2.746 -2.568  0.05
27 P -2.417 -2.322 -0.450  0.90
28 C -3.084 -2.403 1.205  -0.18
29 H -3.727 -3.296 1.292  0.10
30 H -3.687 -1.507 1.412  0.08
31 H -2.265 -2.465 1.942  -0.01
32 C -3.720 -2.306 -1.686  -0.16
33 H -4.418 -3.137 -1.498  0.09
34 H -3.307 -2.403 -2.698  0.06
35 H -4.270 -1.355 -1.627  0.08
36 C -1.206 -3.618 -0.737  -0.17
37 H -1.715 -4.594 -0.748  0.09
38 H -0.455 -3.598 0.066  0.06
39 H -0.689 -3.484 -1.697  0.05
40 Mn 0.011 -0.176 -2.301  0.45
41 C 1.473 0.024 -0.892  -0.32
42 O 1.233 0.796 0.043  -0.10
43 C -1.365 -0.693 -0.868  -0.32
44 O -1.740 0.139 -0.027  -0.11
45 C -1.416 -0.182 -3.639  -0.10
46 C -0.735 -1.437 -3.573  -0.11
47 C 0.698 -1.479 -3.532  -0.11
48 C 1.451 -0.258 -3.620  -0.10
49 C 0.765 0.995 -3.663  -0.11
50 C -0.661 1.025 -3.728  -0.11
51 H -2.496 -0.118 -3.622  0.15
52 H -1.308 -2.356 -3.528  0.13
53 H 1.197 -2.430 -3.411  0.14
54 H 2.534 -0.268 -3.607  0.13
55 H 1.306 1.935 -3.693  0.15
56 H -1.176 1.957 -3.893  0.12
57 C -2.388 -0.245 4.069  -0.01
58 N -1.071 0.206 4.425  -0.10
59 C -0.785 1.236 5.309  0.06
60 C 0.557 1.334 5.387  0.05
61 N 1.085 0.354 4.585  -0.10
62 C 2.502 0.145 4.364  0.00
63 C 0.097 -0.377 3.971  -0.63
64 Se 0.276 -1.806 2.861  1.00
65 H -3.099 0.556 4.300  0.12
66 H -2.664 -1.151 4.628  0.13
67 H -2.425 -0.468 2.997  0.05
68 H -1.578 1.794 5.788  0.16
69 H 1.194 2.002 5.955  0.17
70 H 3.038 0.435 5.276  0.13
71 H 2.684 -0.908 4.143  0.08
72 H 2.864 0.758 3.530  0.10

***

(2)
A cluster of 3 separate species, C22H41N3O5 in total. Source: the Open Molecules 2025 dataset; level of theory: ωB97M-V/def2-TZVPD.

- multiplicity = 1
- LUMO (eV) = -1.83
- largest force on an atom (eV/A) = 12.109
- highest occupied orbital energy (eV) = -8.22
- Kohn-Sham gap (eV) = 6.383
- structure (SMILES) = COCCCCC1=C(OC#N)C(=O)OC1=O.CCN(CC)CC.CCN(CC)CC

Each line ends with the Löwdin charge.
CARTESIAN COORDINATES (ANGSTROEM)
1 C 1.481 -2.141 2.686  -0.12
2 O 0.443 -2.386 1.671  -0.28
3 C 0.290 -1.256 0.742  -0.21
4 C -0.437 0.074 1.418  -0.17
5 C -2.099 -0.021 1.343  -0.17
6 C -2.547 -1.116 2.478  -0.11
7 C -3.301 -2.451 1.900  0.05
8 C -4.622 -2.903 2.415  -0.05
9 O -5.392 -2.170 3.460  -0.03
10 C -6.101 -1.079 2.712  -0.11
11 N -6.413 -0.033 1.976  0.13
12 C -4.957 -4.283 1.596  -0.17
13 O -5.812 -5.188 2.094  0.04
14 O -4.138 -4.288 0.369  0.04
15 C -2.900 -3.550 0.753  -0.16
16 O -1.740 -3.895 0.190  0.05
17 H 1.716 -3.201 3.183  0.11
18 H 2.481 -1.734 2.211  0.11
19 H 1.039 -1.458 3.530  0.09
20 H -0.433 -1.579 -0.151  0.13
21 H 1.316 -0.979 0.218  0.11
22 H -0.081 0.201 2.549  0.11
23 H -0.066 1.023 0.837  0.10
24 H -2.476 1.046 1.722  0.12
25 H -2.504 -0.229 0.263  0.13
26 H -3.343 -0.563 3.175  0.12
27 H -1.635 -1.364 3.178  0.13
28 C -2.915 5.203 1.638  -0.09
29 C -1.931 4.895 0.512  -0.27
30 N -2.456 3.976 -0.502  -0.19
31 C -1.425 3.474 -1.416  -0.26
32 C -0.734 4.486 -2.324  -0.09
33 C -3.716 4.363 -1.139  -0.25
34 C -3.759 5.703 -1.865  -0.09
35 H -3.263 4.286 2.124  0.07
36 H -2.425 5.819 2.400  0.07
37 H -3.785 5.762 1.280  0.07
38 H -1.050 4.437 0.981  0.12
39 H -1.596 5.838 0.069  0.10
40 H -1.848 2.674 -2.038  0.11
41 H -0.652 2.978 -0.816  0.09
42 H -1.378 4.793 -3.150  0.06
43 H 0.157 4.028 -2.772  0.07
44 H -0.404 5.378 -1.784  0.07
45 H -4.501 4.366 -0.374  0.10
46 H -4.030 3.576 -1.837  0.12
47 H -3.282 6.506 -1.297  0.07
48 H -4.801 5.997 -2.029  0.07
49 H -3.290 5.645 -2.849  0.05
50 C 3.465 -4.507 -0.334  -0.08
51 C 3.545 -3.241 -1.183  -0.27
52 N 4.569 -2.290 -0.740  -0.19
53 C 4.454 -0.976 -1.379  -0.25
54 C 4.675 -0.904 -2.887  -0.09
55 C 5.933 -2.810 -0.630  -0.25
56 C 6.567 -3.405 -1.884  -0.09
57 H 3.306 -4.267 0.723  0.07
58 H 2.623 -5.123 -0.666  0.08
59 H 4.369 -5.118 -0.422  0.07
60 H 2.562 -2.756 -1.119  0.11
61 H 3.685 -3.527 -2.230  0.10
62 H 5.137 -0.271 -0.889  0.11
63 H 3.451 -0.583 -1.167  0.09
64 H 5.733 -0.983 -3.144  0.06
65 H 4.332 0.070 -3.261  0.07
66 H 4.121 -1.674 -3.431  0.07
67 H 5.948 -3.577 0.154  0.10
68 H 6.595 -2.024 -0.244  0.11
69 H 5.883 -4.059 -2.431  0.07
70 H 7.436 -4.008 -1.604  0.07
71 H 6.926 -2.629 -2.562  0.05

***

> largest force on an atom of number 2 (C22H41N3O5)?

12.109 eV/A